No. 1
{
  "formula": "C7H24N12O9",
  "method": "ωB97M-V/def2-TZVPD",
  "species": ["H", "O", "H", "H", "O", "N", "H", "O", "O", "H", "N", "H", "N", "N", "O", "N", "H", "H", "N", "N", "C", "O", "H", "H", "H", "C", "O", "N", "H", "N", "N", "C", "C", "H", "O", "H", "H", "O", "N", "H", "C", "H", "H", "H", "C", "H", "H", "C", "H", "H", "H", "N"],
  "xyz": [[-2.109, 0.108, -0.296], [0.408, -3.777, -2.591], [5.084, 0.720, -1.354], [4.952, 0.441, -2.998], [2.590, 1.408, -3.037], [2.999, -0.415, 0.971], [3.526, 1.938, -0.063], [-1.094, 4.683, -0.632], [-1.758, -2.859, 4.465], [-2.624, -0.267, -1.901], [-1.788, 4.877, -2.812], [-1.733, -2.771, -2.042], [-4.017, 0.000, 0.885], [-1.407, -2.306, 2.338], [-1.364, 1.006, 1.277], [-2.866, -0.078, -0.939], [2.303, -2.667, 3.135], [-1.767, -0.245, 3.110], [2.213, -1.910, 2.472], [4.574, 0.931, -2.200], [3.205, -1.495, 1.716], [0.342, 1.819, 0.300], [-1.719, -0.564, 4.873], [-3.092, 0.211, 1.232], [-1.011, -1.819, -0.701], [-0.280, 0.819, 0.726], [-5.073, -0.524, -1.022], [-1.428, -0.740, 3.922], [0.425, -2.049, -0.119], [2.980, 1.772, -0.896], [0.853, -2.765, -0.688], [-1.194, 4.286, -1.791], [-4.058, -0.182, -0.417], [-1.509, -3.228, 1.938], [4.378, -1.899, 1.736], [1.297, -1.488, 2.418], [1.998, 1.936, -0.726], [0.136, -0.339, 0.551], [-0.655, 3.113, -2.131], [2.105, 0.048, 0.891], [3.336, 1.444, -2.098], [3.814, -0.178, 0.425], [1.836, -2.984, -0.767], [-1.746, 4.300, -3.640], [0.114, -3.098, -1.701], [-1.129, -1.546, 1.733], [-4.688, -0.325, 1.567], [-1.426, -2.032, 3.645], [-0.760, 2.738, -3.063], [-0.097, 2.585, -1.475], [-2.116, 5.830, -2.743], [-0.954, -2.461, -1.479]],
  "homo_ev": -1.7185,
  "total_energy_ev": -43963.65124,
  "gap_ev": 6.66,
  "de_lowest_kcal_mol": 0.0,
  "total_charge": -2,
  "lumo_energy_ev": 4.94
}

No. 2
{
  "formula": "C7H25BeN12O9",
  "method": "ωB97M-V/def2-TZVPD",
  "species": ["N", "C", "O", "O", "C", "N", "N", "N", "C", "O", "H", "C", "H", "H", "N", "N", "H", "H", "H", "N", "C", "H", "H", "H", "H", "H", "H", "O", "N", "O", "H", "O", "N", "O", "H", "C", "H", "H", "H", "C", "Be", "H", "H", "N", "O", "H", "H", "N", "H", "H", "H", "H", "N", "O"],
  "xyz": [[1.023, -4.782, -1.899], [0.015, 2.320, -1.552], [2.384, -0.512, -0.939], [-0.585, -3.249, 3.792], [-2.446, 0.961, 2.285], [-0.256, 3.423, -0.802], [0.647, 2.624, -2.713], [-0.729, -4.905, -0.428], [-0.396, -2.509, 2.692], [-0.266, 1.158, -1.251], [-1.291, 2.588, 2.840], [3.335, 0.104, -1.399], [-1.065, -5.778, -0.788], [0.041, 4.327, -1.118], [-3.092, 0.775, -1.887], [-2.163, 2.114, 2.965], [-1.215, -4.384, 0.293], [0.751, 1.967, -3.462], [-5.168, -0.684, -2.207], [4.291, 0.743, -0.673], [2.125, 1.933, 1.595], [-4.301, 0.991, 3.069], [-3.873, -0.458, 2.135], [4.343, 0.651, -3.066], [1.871, -4.527, -2.363], [3.319, 3.605, 1.318], [4.500, 0.284, 0.199], [0.161, -2.907, -0.904], [-4.289, -1.129, -2.039], [0.564, -1.699, 2.634], [0.719, 3.612, -2.863], [-2.186, -1.144, -1.090], [3.059, 1.364, 2.429], [-1.289, -2.460, 1.815], [2.716, 0.573, 2.949], [-3.123, -0.585, -1.649], [0.788, -5.761, -1.884], [-2.211, 1.241, -1.765], [2.646, 0.186, -3.324], [0.148, -4.128, -1.072], [0.039, -0.732, 0.340], [0.133, -2.897, 4.346], [-2.996, 2.513, 3.360], [3.458, 0.302, -2.749], [-1.569, 0.379, 1.653], [4.872, 1.449, -1.080], [-0.697, 3.379, 0.100], [-3.679, 0.464, 2.486], [1.699, 3.548, 0.602], [-3.919, 1.331, -1.761], [3.802, 2.026, 2.541], [-4.243, -2.138, -2.022], [2.482, 3.115, 1.066], [1.114, 1.319, 1.242]],
  "homo_ev": -10.5372,
  "total_energy_ev": -44374.13087,
  "gap_ev": 8.07,
  "de_lowest_kcal_mol": 47.7,
  "total_charge": 1,
  "lumo_energy_ev": -2.47
}

No. 3
{
  "formula": "C7H25Br6N3O3",
  "method": "ωB97M-V/def2-TZVPD",
  "species": ["Br", "H", "H", "H", "H", "O", "H", "H", "C", "H", "C", "Br", "Br", "H", "C", "C", "H", "H", "N", "N", "H", "H", "H", "H", "H", "H", "C", "C", "N", "Br", "H", "Br", "C", "H", "H", "H", "O", "Br", "H", "H", "O", "H", "H", "H"],
  "xyz": [[12.451, -18.417, 12.943], [11.986, -15.621, 15.600], [13.356, -13.661, 16.337], [10.802, -24.714, 15.555], [11.108, -19.806, 17.244], [9.694, -18.657, 18.130], [9.622, -15.860, 17.812], [15.107, -19.930, 13.687], [14.213, -20.460, 14.000], [11.656, -16.817, 19.535], [13.069, -19.557, 14.457], [10.886, -22.267, 16.082], [14.409, -16.212, 14.956], [8.820, -14.305, 17.811], [10.825, -18.180, 17.794], [12.897, -15.707, 16.183], [13.892, -21.113, 13.192], [13.514, -18.830, 15.132], [8.807, -15.285, 18.091], [8.194, -20.467, 19.548], [7.958, -15.816, 17.885], [11.837, -17.730, 20.921], [11.090, -16.208, 20.982], [12.348, -20.146, 15.014], [12.791, -16.553, 16.861], [9.458, -24.253, 16.529], [11.395, -24.668, 17.604], [13.328, -14.505, 17.022], [11.828, -16.774, 20.576], [14.672, -21.580, 15.542], [7.527, -21.067, 19.066], [12.188, -14.268, 18.634], [10.539, -24.177, 16.465], [8.749, -15.288, 19.111], [7.789, -20.042, 20.383], [12.728, -16.307, 20.700], [11.139, -16.966, 17.958], [10.975, -26.563, 17.828], [12.449, -24.757, 17.364], [9.009, -21.025, 19.803], [11.723, -19.039, 17.272], [8.557, -19.650, 19.014], [11.180, -24.152, 18.535], [14.314, -14.769, 17.393]],
  "homo_ev": -13.6848,
  "total_energy_ev": -438518.05014,
  "gap_ev": 7.04,
  "de_lowest_kcal_mol": 22.5,
  "total_charge": 2,
  "lumo_energy_ev": -6.64
}